The following is a DFT calculation (ωB97M-V/def2-TZVPD) of a 25-piece molecular cluster, C49H127N37O36 overall at a distorted geometry.

Computed properties:
molar mass = 1810.78 g mol⁻¹
E_LUMO = -4.35 eV
spin multiplicity = 1
highest occupied orbital energy = -8.485 eV
orbital gap = 4.134 eV
total energy = -6678.0089 Eh

Cartesian coordinates (Å):
C1 35.206 -0.003 6.538
C2 35.163 -0.389 8.082
C3 34.042 -1.438 8.178
C4 34.056 -2.323 9.468
C5 35.379 -3.052 9.432
C6 36.660 -2.236 9.398
N1 36.473 -1.150 8.320
O1 37.636 -0.690 7.748
C7 37.959 -3.115 9.087
C8 36.744 -1.581 10.813
C9 35.093 0.889 8.957
H1 35.512 -0.721 5.777
H2 35.783 0.919 6.471
H3 34.342 0.537 6.150
H4 33.983 -2.157 7.361
H5 33.059 -0.970 8.222
H6 33.194 -2.988 9.428
H7 34.054 -1.752 10.397
H8 35.435 -3.739 8.588
H9 35.177 -3.727 10.264
H10 38.071 -3.286 8.017
H11 37.913 -4.150 9.426
H12 38.816 -2.588 9.505
H13 36.671 -0.493 10.808
H14 37.760 -1.731 11.177
H15 36.242 -2.136 11.605
H16 34.515 1.718 8.548
H17 36.043 1.423 8.932
H18 34.978 0.781 10.036
O2 35.906 -4.614 -0.653
H19 35.685 -4.115 -1.443
H20 35.632 -4.133 0.131
H21 36.839 -4.753 -0.475
C10 39.453 -4.279 2.324
C11 39.589 -3.841 3.568
C12 38.379 -3.134 4.207
O3 38.363 -2.825 5.455
C13 37.272 -2.838 3.526
C14 37.120 -3.245 2.066
C15 38.355 -4.214 1.521
O4 38.137 -4.840 0.480
O5 36.048 -3.203 1.497
O6 40.759 -3.995 4.097
H22 40.317 -4.745 1.873
H23 36.417 -2.439 4.051
C16 32.492 -4.960 -0.198
C17 31.083 -4.405 -0.517
O7 30.193 -5.479 -0.767
C18 30.027 -5.997 -2.011
O8 30.709 -5.640 -2.989
O9 29.031 -6.938 -1.947
C19 28.753 -7.694 -3.094
H24 32.852 -5.090 -1.218
H25 32.421 -5.868 0.400
H26 33.263 -4.258 0.121
H27 31.298 -3.782 -1.385
H28 30.742 -3.813 0.332
H29 29.669 -8.084 -3.536
H30 28.243 -6.971 -3.730
H31 28.093 -8.509 -2.797
C20 42.272 -8.545 5.621
C21 42.705 -8.395 7.059
O10 42.931 -9.634 7.688
C22 44.088 -10.152 8.153
O11 45.173 -9.586 8.075
O12 43.723 -11.330 8.618
C23 44.770 -12.021 9.262
H32 42.151 -7.618 5.059
H33 41.391 -9.176 5.509
H34 43.093 -9.099 5.166
H35 41.998 -7.678 7.475
H36 43.502 -7.670 7.226
H37 44.334 -12.967 9.581
H38 45.109 -11.424 10.109
H39 45.482 -12.163 8.448
C24 35.355 -0.536 -5.170
C25 36.718 -0.983 -4.646
O13 36.957 -2.315 -5.007
C26 36.922 -3.306 -4.071
O14 36.574 -3.229 -2.898
O15 37.358 -4.447 -4.649
C27 37.773 -5.600 -3.838
H40 34.547 -1.239 -4.969
H41 35.391 -0.298 -6.233
H42 35.074 0.416 -4.719
H43 36.889 -0.749 -3.595
H44 37.526 -0.419 -5.112
H45 37.782 -6.524 -4.416
H46 37.218 -5.763 -2.915
H47 38.727 -5.462 -3.328
C28 42.283 -8.038 -6.393
C29 42.742 -8.690 -4.966
O16 42.439 -7.854 -3.858
C30 41.155 -7.561 -3.406
O17 40.114 -7.961 -3.988
O18 41.236 -7.026 -2.222
C31 40.088 -7.111 -1.362
H48 42.711 -7.036 -6.411
H49 41.205 -8.197 -6.413
H50 42.604 -8.691 -7.204
H51 43.830 -8.693 -4.905
H52 42.308 -9.665 -4.744
H53 39.343 -7.817 -1.728
H54 39.761 -6.075 -1.273
H55 40.307 -7.475 -0.357
C32 41.162 -2.804 -2.340
O19 41.810 -3.824 -2.437
N2 41.437 -1.797 -3.102
N3 40.115 -2.630 -1.664
H56 40.749 -1.075 -3.262
H57 42.249 -1.802 -3.702
H58 39.923 -3.225 -0.871
H59 39.691 -1.714 -1.675
C33 43.263 -9.467 1.550
O20 42.349 -9.042 0.906
N4 43.344 -10.606 2.129
N5 44.350 -8.694 1.661
H60 44.084 -10.866 2.765
H61 42.436 -11.037 2.225
H62 44.273 -7.781 1.236
H63 44.988 -8.877 2.422
C34 41.229 -1.052 1.156
O21 40.124 -0.790 1.467
N6 41.922 -2.088 1.685
N7 41.951 -0.418 0.268
H64 42.884 -2.322 1.483
H65 41.523 -2.479 2.527
H66 41.650 0.530 0.093
H67 42.695 -0.916 -0.200
C35 43.497 -0.542 5.393
O22 44.608 -0.185 5.217
N8 42.662 0.058 6.149
N9 42.877 -1.478 4.686
H68 43.142 0.813 6.618
H69 41.891 -0.473 6.529
H70 43.396 -1.765 3.868
H71 41.894 -1.707 4.712
C36 41.551 -3.907 9.063
O23 41.869 -2.940 9.687
N10 41.053 -5.097 9.469
N11 41.221 -3.921 7.798
H72 40.932 -5.111 10.472
H73 40.347 -5.432 8.829
H74 41.482 -3.268 7.073
H75 40.722 -4.730 7.457
C37 39.077 -6.999 6.618
O24 39.257 -6.347 7.609
N12 38.706 -8.193 6.635
N13 39.309 -6.626 5.363
H76 38.455 -8.636 5.763
H77 38.588 -8.510 7.587
H78 39.048 -7.254 4.617
H79 39.633 -5.704 5.108
C38 35.683 -8.174 0.498
O25 36.099 -7.582 -0.467
N14 35.895 -9.426 0.725
N15 35.246 -7.614 1.550
H80 36.473 -9.993 0.120
H81 35.541 -10.019 1.462
H82 34.792 -8.186 2.249
H83 35.658 -6.768 1.916
C39 39.089 -8.257 2.562
O26 39.163 -9.435 2.914
N16 38.003 -7.497 2.594
N17 40.137 -7.488 2.250
H84 37.094 -7.889 2.791
H85 37.951 -6.676 2.008
H86 40.052 -6.495 2.088
H87 41.022 -7.957 2.118
C40 33.910 -1.452 -1.231
O27 34.379 -2.328 -0.601
N18 33.222 -0.474 -0.763
N19 34.115 -1.216 -2.472
H88 33.044 0.287 -1.403
H89 33.184 -0.475 0.247
H90 34.767 -1.840 -2.927
H91 33.796 -0.344 -2.869
C41 32.255 2.494 5.019
O28 33.160 3.315 5.140
N20 32.451 1.330 4.511
N21 31.073 2.771 5.476
H92 33.310 1.197 3.996
H93 31.639 0.862 4.134
H94 30.296 2.136 5.354
H95 30.951 3.679 5.900
C42 39.052 1.013 4.462
O29 39.249 2.071 3.969
N22 39.941 0.180 4.805
N23 37.893 0.531 4.603
H96 39.603 -0.596 5.356
H97 40.884 0.523 4.693
H98 37.332 1.036 3.932
H99 37.730 -0.449 4.784
C43 37.138 0.117 -0.654
O30 36.397 0.790 -1.267
N24 36.737 -0.772 0.173
N25 38.433 0.230 -0.542
H100 35.770 -0.970 0.386
H101 37.418 -1.432 0.521
H102 38.873 -0.285 0.207
H103 38.860 0.776 -1.277
C44 44.255 -5.764 4.515
O31 45.140 -6.531 4.299
N26 43.444 -5.477 3.574
N27 43.897 -5.236 5.555
H104 43.562 -6.120 2.805
H105 42.613 -4.903 3.574
H106 44.510 -5.491 6.317
H107 43.258 -4.460 5.456
C45 35.563 1.964 2.930
O32 34.971 0.881 3.067
N28 35.491 3.039 3.643
N29 36.410 2.243 2.053
H108 36.209 3.740 3.526
H109 34.793 3.038 4.373
H110 36.906 3.121 2.115
H111 36.639 1.572 1.334
C46 43.608 -5.461 -0.010
O33 44.345 -6.155 0.671
N30 42.664 -4.820 0.582
N31 43.750 -5.310 -1.284
H112 42.122 -4.187 0.010
H113 42.357 -5.132 1.492
H114 44.427 -5.864 -1.789
H115 42.879 -5.060 -1.730
C47 35.450 -7.016 9.632
O34 35.205 -7.289 10.791
N32 36.656 -6.680 9.187
N33 34.516 -6.974 8.703
H116 37.389 -6.460 9.847
H117 36.818 -6.483 8.210
H118 34.676 -6.639 7.764
H119 33.618 -6.914 9.161
C48 33.388 -2.477 3.545
O35 33.001 -2.120 4.701
N34 33.338 -3.645 2.983
N35 33.961 -1.708 2.695
H120 32.968 -4.325 3.632
H121 33.910 -3.868 2.181
H122 34.057 -0.766 3.047
H123 34.605 -2.136 2.045
C49 34.868 -5.692 5.842
O36 34.264 -6.721 5.850
N36 36.077 -5.614 5.373
N37 34.423 -4.591 6.310
H124 36.537 -4.778 5.043
H125 36.371 -6.518 5.033
H126 34.948 -3.747 6.132
H127 33.512 -4.613 6.746

Atomic partial charges in e from the Mulliken method, atoms 1 to 99: -1.845 1.531 -0.608 -1.148 -0.695 2.141 1.028 -0.286 -1.614 -1.718 -1.824 -0.060 0.809 0.408 -0.156 0.587 0.540 0.343 -0.289 0.516 0.027 0.008 0.699 0.356 0.479 0.391 0.422 0.501 0.414 1.065 0.230 -0.752 0.448 0.639 -1.079 1.029 -0.479 -0.028 -0.977 0.489 0.015 1.596 0.572 -0.317 0.156 -0.361 -0.552 -0.335 0.735 -0.572 -0.326 -0.621 0.319 0.494 -0.268 0.367 0.369 0.299 0.300 0.211 -0.389 -0.144 -0.274 0.724 -0.567 -0.333 -0.655 -0.368 0.364 0.465 0.013 0.293 0.224 0.291 0.308 -1.411 0.526 -0.372 0.474 -0.706 -0.454 0.054 0.404 0.382 0.334 -0.277 0.394 0.372 -0.124 -0.043 -1.016 -0.355 -0.322 0.653 -0.633 0.254 -0.407 0.286 0.270


The following is a DFT calculation (ωB97M-V/def2-TZVPD) of C6H10N3 as an isolated structure at a distorted geometry.

Computed properties:
molar mass = 124.17 g mol⁻¹
net charge = +1
E_LUMO = -2.58 eV
spin multiplicity = 1
highest occupied orbital energy = -13.455 eV
orbital gap = 10.878 eV
total energy = -398.5558 Eh

Cartesian coordinates (Å):
C1 -1.441 -2.443 1.047
C2 -1.808 -2.515 -0.301
C3 -0.429 -0.813 -0.069
C4 1.498 1.280 0.719
C5 0.140 1.906 0.492
C6 0.726 0.841 -0.434
N1 -0.491 -1.459 1.130
N2 -1.158 -1.481 -0.940
N3 1.105 1.017 -1.696
H1 -1.591 -2.896 1.994
H2 -2.505 -3.231 -0.816
H3 2.264 1.906 0.545
H4 1.581 0.686 1.585
H5 -0.631 1.632 1.040
H6 0.016 2.952 0.013
H7 -1.172 -1.237 -1.891
H8 2.063 0.691 -1.858
H9 0.660 1.725 -2.282
H10 0.133 -1.078 1.837

Partial charges, natural (NBO), in e: -0.053 -0.072 0.358 -0.431 -0.404 0.275 -0.523 -0.504 -0.808 0.255 0.269 0.243 0.219 0.215 0.236 0.447 0.408 0.418 0.450


The following is a DFT calculation (ωB97M-V/def2-TZVPD) of a 2-piece molecular cluster, C4H11INO2 overall at a distorted geometry.

Computed properties:
molar mass = 232.04 g mol⁻¹
net charge = +1
E_LUMO = -3.75 eV
spin multiplicity = 1
highest occupied orbital energy = -13.941 eV
orbital gap = 10.188 eV
total energy = -661.6004 Eh

Cartesian coordinates (Å):
C1 -1.034 -1.762 -0.890
C2 2.023 2.774 0.631
C3 -1.286 -0.904 0.448
C4 1.438 0.701 -0.658
N1 0.904 0.240 -1.788
O1 1.295 1.899 -0.354
O2 -0.083 -0.114 0.784
I1 2.953 -0.452 0.181
H1 -0.993 -1.107 -1.812
H2 -0.065 -2.291 -0.646
H3 -1.703 -2.530 -1.007
H4 1.769 3.919 0.441
H5 3.076 2.666 0.162
H6 2.099 2.471 1.691
H7 -1.681 -1.507 1.322
H8 -2.046 -0.111 0.137
H9 0.155 0.697 -2.329
H10 0.134 -0.536 1.725
H11 0.931 -0.763 -1.877

Partial charges, natural (NBO), in e: -0.632 -0.286 -0.084 0.602 -0.768 -0.469 -0.765 0.269 0.192 0.203 0.237 0.266 0.218 0.241 0.210 0.189 0.438 0.504 0.434